Below is a structure of composition C34H30FGe at a distorted geometry, with properties calculated with ωB97M-V/def2-TZVPD.

Values from the calculation:
Kohn-Sham gap, eV: 5.73
E_tot, a.u.: -3490.0481
Total charge: +1
Highest occupied orbital energy, eV: -11.258
Spin multiplicity: 1

Last column: Löwdin charge in e.
Cartesian coordinates (Å):
1 C -3.11955 3.35110 2.01029  -0.08
2 C -3.31066 2.17286 2.74181  -0.08
3 C -2.33084 1.17095 2.73212  -0.10
4 C -1.13889 1.35479 2.01950  -0.28
5 Ge 0.25312 -0.01512 2.02552  1.01
6 C 1.92834 0.88895 2.47840  -0.28
7 C 1.97962 1.81660 3.52434  -0.11
8 C 3.19526 2.41516 3.88965  -0.07
9 C 4.36694 2.10510 3.18331  -0.08
10 C 4.31213 1.19670 2.11736  -0.08
11 C 3.09865 0.58747 1.77142  -0.11
12 C -0.13048 -1.28944 3.46302  -0.28
13 C -0.20115 -0.87450 4.80038  -0.10
14 C -0.50560 -1.79006 5.81667  -0.07
15 C -0.73588 -3.13561 5.50165  -0.08
16 C -0.65282 -3.55818 4.16730  -0.08
17 C -0.34839 -2.63743 3.15693  -0.12
18 C 0.25182 -0.85449 0.23608  -0.22
19 C 0.41264 0.23176 -0.79156  -0.15
20 C 1.05235 0.10662 -2.00175  -0.02
21 C -0.94544 2.54012 1.30218  -0.13
22 C -1.93716 3.53108 1.28119  -0.08
23 H -3.89432 4.13232 2.00582  0.11
24 H -4.22852 2.03483 3.32003  0.11
25 H -2.50536 0.24853 3.29408  0.10
26 H 1.07630 2.09848 4.07667  0.10
27 H 3.23510 3.12351 4.72162  0.11
28 H 5.32448 2.57325 3.46334  0.11
29 H 5.22297 0.96192 1.56059  0.11
30 H 3.07517 -0.12525 0.94329  0.09
31 H -0.03054 0.16808 5.07722  0.10
32 H -0.57172 -1.45968 6.85880  0.11
33 H -0.98294 -3.85935 6.29925  0.11
34 H -0.83122 -4.60925 3.92159  0.11
35 H -0.29298 -2.97991 2.12031  0.09
36 H 1.09103 -1.57922 0.16286  0.09
37 H -0.70103 -1.42165 0.15569  0.10
38 H -0.20546 1.15385 -0.60192  0.10
39 H 1.35809 1.03996 -2.55100  0.12
40 H 1.61106 -0.83888 -2.24482  0.11
41 H -0.01783 2.71850 0.74872  0.10
42 H -1.78428 4.44316 0.70160  0.10
43 F 2.75851 -2.87807 -5.51358  0.05
44 C 2.09861 -1.68290 -5.67134  -0.22
45 C 2.44303 -0.88656 -6.75704  0.03
46 C 1.79804 0.35805 -6.86936  -0.04
47 C 0.89061 0.79661 -5.90771  -0.01
48 C 0.52382 -0.02771 -4.81407  -0.20
49 C -0.30251 0.39726 -3.67786  0.01
50 C -1.46716 -0.33977 -3.26052  -0.21
51 C -2.33043 0.28931 -2.30911  -0.02
52 C -3.28125 -0.43911 -1.59269  -0.05
53 C -3.41578 -1.80956 -1.83104  -0.04
54 C -2.63123 -2.44255 -2.80509  -0.05
55 C -1.70851 -1.71375 -3.56303  0.01
56 C 1.19025 -1.28588 -4.68135  0.03
57 H 3.20935 -1.17856 -7.46144  0.13
58 H 2.02626 1.00919 -7.71646  0.12
59 H 0.36949 1.76199 -6.01993  0.13
60 H -0.31146 1.46611 -3.40584  0.14
61 H -2.29605 1.37446 -2.21651  0.13
62 H -3.90226 0.06972 -0.85350  0.12
63 H -4.12736 -2.39460 -1.24460  0.12
64 H -2.73829 -3.51265 -2.99208  0.12
65 H -1.24131 -2.14546 -4.46689  0.13
66 H 1.00360 -1.92319 -3.82850  0.12



Below is a structure of composition C23H32BeN4OS2 at a distorted geometry, with properties calculated with ωB97M-V/def2-TZVPD.

Values from the calculation:
Kohn-Sham gap, eV: 2.89
E_tot, a.u.: -2000.0480
Total charge: +2
Highest occupied orbital energy, eV: -14.569
Spin multiplicity: 1

Last column: Löwdin charge in e.
Cartesian coordinates (Å):
1 C 0.31055 4.17029 -0.66154  -0.12
2 C 0.91497 2.94978 0.15705  -0.26
3 C 2.41769 2.65807 -0.27880  -0.19
4 C 2.51257 1.50983 -1.36844  -0.20
5 C 2.21783 0.06899 -0.79303  -0.22
6 C 3.46263 -0.92519 -0.86463  -0.18
7 C 3.28098 -2.07828 0.19626  -0.20
8 C 3.50070 -3.54457 -0.34744  -0.20
9 C 2.64640 -3.90783 -1.61615  -0.20
10 C 1.13347 -4.22672 -1.29567  -0.18
11 C 0.11706 -3.69154 -2.41667  -0.10
12 C -0.84095 -2.66300 -1.72491  -0.16
13 C -1.76136 -3.18120 -0.68665  -0.07
14 N -2.60327 -2.36141 0.00970  0.01
15 C -2.49824 -1.03360 -0.34983  -0.20
16 C -3.34194 -0.03878 0.38093  -0.35
17 S -4.45586 -0.61874 1.67498  0.96
18 C -3.31232 1.42355 0.09203  -0.13
19 C -4.12904 2.50447 0.83937  -0.17
20 C -3.08388 3.54442 1.45696  -0.43
21 S -3.08111 3.60051 3.29290  1.01
22 C -1.79876 2.50055 3.90652  -0.58
23 N -0.47282 2.70596 4.06101  0.03
24 N 0.12403 1.62146 4.59215  0.05
25 C -0.86208 0.70111 4.78576  -0.11
26 O -2.05067 1.21689 4.36341  -0.03
27 C -2.40820 1.86496 -1.00977  0.02
28 C -1.58912 0.90174 -1.71742  0.12
29 C -1.59946 -0.59040 -1.41039  -0.14
30 N -0.73828 -1.36563 -2.14374  0.21
31 H 1.03610 5.02340 -0.58763  0.09
32 H -0.65590 4.54528 -0.21639  0.05
33 H 0.16579 3.88927 -1.74344  0.07
34 H 0.26221 2.03482 0.11632  0.07
35 H 0.95495 3.28179 1.23700  0.10
36 H 3.04739 2.38863 0.60782  0.12
37 H 2.77719 3.59327 -0.78890  0.11
38 H 3.47634 1.55740 -1.95117  0.12
39 H 1.70065 1.74336 -2.12451  0.09
40 H 1.42826 -0.38677 -1.45363  0.07
41 H 1.77869 0.09060 0.24472  0.10
42 H 3.54353 -1.26831 -1.92566  0.10
43 H 4.39550 -0.34702 -0.63499  0.12
44 H 4.06956 -1.91146 0.98599  0.12
45 H 2.29787 -2.03104 0.74427  0.09
46 H 4.60207 -3.71675 -0.50701  0.12
47 H 3.20731 -4.27192 0.46590  0.12
48 H 3.09617 -4.85347 -2.04070  0.12
49 H 2.73447 -3.14597 -2.43966  0.10
50 H 0.89964 -3.75532 -0.29973  0.10
51 H 1.00594 -5.34112 -1.17841  0.12
52 H -0.42811 -4.53769 -2.89982  0.13
53 H 0.74309 -3.13334 -3.16718  0.12
54 H -1.76699 -4.27364 -0.45068  0.08
55 H -3.75790 -1.61596 2.30622  -0.12
56 H -4.86133 2.99805 0.14389  0.15
57 H -4.72270 2.08460 1.69463  0.08
58 H -3.38273 4.56919 1.10281  0.10
59 H -2.02292 3.36744 1.13326  0.06
60 H -0.79223 -0.32049 5.22405  0.15
61 H -2.37071 2.95787 -1.22559  0.13
62 H -0.91376 1.31899 -2.51064  0.14
63 Be -3.55894 -4.24936 1.01492  0.85



Below is a cluster of 6 separate species, C41H42BCl2N5O16 in total, with properties calculated with ωB97M-V/def2-TZVPD.

Values from the calculation:
Kohn-Sham gap, eV: 8.08
SMILES string: CCOB(O)[C@@H](OC(=O)CCOC(C)=O)/C(Cl)=C(/C)Cl.O=[N+]([O-])c1ccccc1.O=[N+]([O-])c1ccccc1.O=[N+]([O-])c1ccccc1.O=[N+]([O-])c1ccccc1.O=[N+]([O-])c1ccccc1
E_tot, a.u.: -4010.0644
Highest occupied orbital energy, eV: -9.082
Spin multiplicity: 1

Last column: Löwdin charge in e.
Cartesian coordinates (Å):
1 C 6.83237 1.12989 -2.49434  -0.07
2 C 5.50424 1.58460 -1.92441  -0.21
3 O 4.59389 0.46849 -1.90548  0.08
4 B 3.36546 0.62341 -1.37200  -0.63
5 O 2.96909 1.77242 -0.70732  0.17
6 C 2.36954 -0.62896 -1.45214  -0.22
7 O 1.02178 -0.12603 -1.54633  -0.01
8 C 0.07492 -0.81331 -0.87405  -0.46
9 O 0.24845 -1.91570 -0.42147  0.13
10 C -1.20810 -0.03198 -0.80283  -0.04
11 C -1.69200 0.36905 -2.20688  -0.12
12 O -1.58525 1.79092 -2.35855  -0.02
13 C -1.07976 2.23279 -3.52908  -0.54
14 C -0.48607 3.60248 -3.41188  0.04
15 O -1.12138 1.59620 -4.54750  0.10
16 C 2.69164 -1.57745 -2.57393  -0.63
17 Cl 3.18248 -3.17188 -2.09321  0.75
18 C 2.63810 -1.28370 -3.87485  -0.68
19 C 2.95598 -2.19069 -5.02381  -0.11
20 Cl 2.16240 0.32940 -4.32383  0.79
21 H 6.68359 0.54166 -3.39972  0.08
22 H 7.42928 2.01302 -2.73352  0.08
23 H 7.38833 0.53919 -1.76698  0.07
24 H 5.64325 1.96003 -0.90968  0.12
25 H 5.07024 2.37543 -2.53967  0.13
26 H 2.37341 2.31124 -1.24026  0.11
27 H 2.47467 -1.17818 -0.51208  0.14
28 H -1.04199 0.87104 -0.21607  0.12
29 H -1.94152 -0.66912 -0.31465  0.12
30 H -1.11500 -0.12345 -2.98945  0.12
31 H -2.72921 0.05773 -2.33393  0.13
32 H 0.40129 3.56983 -2.77697  0.09
33 H -0.19761 3.93681 -4.40545  0.09
34 H -1.19331 4.29186 -2.95082  0.07
35 H 3.78540 -2.84788 -4.76069  0.05
36 H 2.08540 -2.78166 -5.31222  0.09
37 H 3.25829 -1.58771 -5.87971  0.07
38 C -0.07095 2.03005 6.00586  -0.06
39 C -0.74849 3.12045 5.47486  -0.06
40 C -1.47620 2.98441 4.30428  0.00
41 C -1.51024 1.74569 3.68992  -0.14
42 C -0.83773 0.64775 4.19570  0.01
43 C -0.11186 0.79837 5.36507  -0.05
44 N -2.29338 1.58488 2.45914  -0.32
45 O -2.85464 2.56451 2.00299  0.06
46 O -2.33978 0.47982 1.95298  0.06
47 H 0.49229 2.13883 6.92298  0.11
48 H -0.71233 4.07880 5.97375  0.11
49 H -2.00797 3.82261 3.87986  0.12
50 H -0.87960 -0.30450 3.68804  0.12
51 H 0.42266 -0.04703 5.77803  0.09
52 C 6.77665 -6.14537 -3.51581  -0.07
53 C 6.21638 -4.87918 -3.62052  -0.07
54 C 7.00774 -3.75235 -3.46388  0.00
55 C 8.35629 -3.92401 -3.20949  -0.14
56 C 8.93436 -5.17459 -3.09700  0.00
57 C 8.13173 -6.29242 -3.25114  -0.07
58 N 9.21242 -2.73461 -3.06000  -0.35
59 O 8.68296 -1.64564 -3.14724  0.07
60 O 10.39603 -2.91367 -2.86175  0.08
61 H 6.15424 -7.02137 -3.64134  0.11
62 H 5.15966 -4.76817 -3.82080  0.08
63 H 6.58454 -2.76093 -3.53695  0.12
64 H 9.99000 -5.27194 -2.89396  0.12
65 H 8.56579 -7.27909 -3.16719  0.11
66 C -5.03206 4.27745 -1.98767  -0.06
67 C -5.48863 5.48442 -2.50032  -0.05
68 C -4.69958 6.61974 -2.40358  0.00
69 C -3.46377 6.51628 -1.79212  -0.15
70 C -2.99400 5.32541 -1.27035  -0.02
71 C -3.78968 4.19648 -1.37304  -0.06
72 N -2.61209 7.71575 -1.69983  -0.35
73 O -3.05310 8.75503 -2.14339  0.08
74 O -1.51818 7.58958 -1.18766  0.08
75 H -5.64625 3.39591 -2.07851  0.08
76 H -6.45689 5.54278 -2.97765  0.11
77 H -5.03683 7.56680 -2.79662  0.12
78 H -2.02625 5.28012 -0.79344  0.12
79 H -3.43511 3.25455 -0.97555  0.10
80 C -3.34344 -4.52098 7.26784  -0.07
81 C -2.31774 -4.63027 6.33801  -0.06
82 C -1.15791 -3.88844 6.49212  0.00
83 C -1.05117 -3.04771 7.58465  -0.15
84 C -2.06015 -2.92015 8.52099  0.00
85 C -3.21550 -3.66624 8.35500  -0.06
86 N 0.18276 -2.26378 7.75831  -0.35
87 O 1.04417 -2.37288 6.90741  0.06
88 O 0.26577 -1.54598 8.73332  0.08
89 H -4.24570 -5.10511 7.14527  0.11
90 H -2.41909 -5.29543 5.49183  0.11
91 H -0.35207 -3.96260 5.77757  0.12
92 H -1.94541 -2.25247 9.36140  0.12
93 H -4.01596 -3.58111 9.07664  0.11
94 C -5.14988 0.63061 0.59871  -0.06
95 C -5.81180 0.81910 -0.60646  -0.05
96 C -6.60319 -0.18442 -1.14263  0.00
97 C -6.71269 -1.37416 -0.44857  -0.15
98 C -6.05145 -1.59421 0.74668  0.00
99 C -5.26268 -0.58169 1.26883  -0.06
100 N -7.56161 -2.44443 -1.00005  -0.36
101 O -8.11264 -2.23541 -2.06112  0.08
102 O -7.66070 -3.47069 -0.35923  0.08
103 H -4.53620 1.42025 1.00822  0.07
104 H -5.70209 1.75559 -1.12947  0.07
105 H -7.12072 -0.04831 -2.08036  0.12
106 H -6.15012 -2.54059 1.25655  0.12
107 H -4.73324 -0.73979 2.19765  0.10



Below is the molecule C4H8N4 at a distorted geometry, with properties calculated with ωB97M-V/def2-TZVPD.

Values from the calculation:
Kohn-Sham gap, eV: 8.01
SMILES string: C/N=N/C1=CNNC1
E_tot, a.u.: -375.9981
Highest occupied orbital energy, eV: -7.135
Spin multiplicity: 1

Last column: Löwdin charge in e.
Cartesian coordinates (Å):
1 C 1.10786 -2.82340 -1.07771  -0.15
2 C -0.13687 0.26405 0.30669  -0.22
3 C 0.71320 1.10952 0.88702  -0.11
4 C -1.35692 0.96714 -0.25715  -0.12
5 H 1.98809 -3.11534 -1.45006  0.02
6 H 0.33167 -2.94639 -1.92874  0.11
7 H 1.13885 -3.72038 -0.50884  0.05
8 H 1.76169 1.29073 1.32112  0.16
9 H 0.40412 3.25845 1.45566  0.23
10 H -1.92935 2.29587 1.37915  0.16
11 H -1.39636 0.98958 -1.25877  0.04
12 H -2.51466 0.78823 -0.00447  0.14
13 N 0.96009 -1.79835 -0.06502  -0.04
14 N 0.14446 -0.99349 -0.53193  0.01
15 N -0.02369 2.17113 1.18213  -0.19
16 N -1.19218 2.26264 0.55093  -0.09



Below is a cluster of 2 separate species, CH3NO2 in total at a distorted geometry, with properties calculated with ωB97M-V/def2-TZVPD.

Values from the calculation:
Kohn-Sham gap, eV: 4.33
E_tot, a.u.: -244.8902
Total charge: -2
Highest occupied orbital energy, eV: 1.779
Spin multiplicity: 1

Last column: Löwdin charge in e.
Cartesian coordinates (Å):
1 C 1.44957 0.29204 0.11238  -0.10
2 N 1.19142 1.06169 1.14484  -0.53
3 O 0.28089 0.82604 1.95236  -0.14
4 O 2.16216 2.11161 1.40873  -0.32
5 H 2.31403 0.76464 -0.38218  0.04
6 H -8.53834 -4.28027 -4.26153  -1.00
7 H 1.14027 -0.77576 0.02540  0.05



Below is the molecule C4H5NO2 at a distorted geometry, with properties calculated with ωB97M-V/def2-TZVPD.

Values from the calculation:
Kohn-Sham gap, eV: 9.33
SMILES string: C/N=C\OC=C=O
E_tot, a.u.: -360.5621
Highest occupied orbital energy, eV: -9.101
Spin multiplicity: 1

Last column: Löwdin charge in e.
Cartesian coordinates (Å):
1 O 1.55358 1.17711 -2.00083  0.19
2 C 0.62057 0.51963 -1.75287  -0.16
3 C -0.36773 -0.28678 -1.41603  -0.15
4 C 0.85236 -0.08059 1.15932  -0.13
5 N -0.54501 -0.08573 1.55574  0.02
6 C -1.46760 0.02849 0.71377  -0.23
7 O -1.45576 0.14163 -0.66293  -0.03
8 H 1.07131 0.74848 0.48160  0.06
9 H -0.36579 -1.29236 -1.81525  0.13
10 H 1.12397 -1.01705 0.66098  0.09
11 H 1.48542 0.04358 2.03745  0.07
12 H -2.50533 0.10359 1.03906  0.13